Here is the molecule C27H36FN3O4 from OMol25. Energies are from ωB97M-V with the def2-TZVPD basis set.

Each line ends with the Löwdin charge.
Geometry (Å):
C1 -0.409 1.887 -9.143  0.00
C2 -0.248 1.437 -7.913  -0.20
C3 -1.033 1.902 -6.728  -0.23
C4 -0.122 2.533 -5.670  -0.22
C5 -0.907 2.982 -4.441  -0.22
C6 -0.003 3.592 -3.372  -0.21
C7 -0.798 3.978 -2.127  -0.21
C8 0.063 4.533 -0.993  -0.20
C9 1.099 3.559 -0.425  -0.19
C10 0.486 2.290 0.187  -0.09
C11 0.087 1.228 -0.815  -0.47
O1 -1.081 0.894 -0.954  0.02
N1 1.061 0.651 -1.560  -0.05
C12 2.487 0.720 -1.331  -0.10
C13 3.059 -0.721 -1.229  -0.11
N2 1.993 -1.652 -0.918  -0.08
C14 1.467 -1.633 0.367  -0.14
C15 0.106 -1.515 0.631  0.06
C16 -0.412 -1.507 1.928  -0.11
C17 0.464 -1.673 3.017  -0.06
C18 1.832 -1.824 2.763  0.08
C19 2.312 -1.802 1.485  -0.18
F1 3.644 -1.972 1.301  0.06
C20 -0.009 -1.702 4.397  -0.30
O2 0.758 -1.849 5.358  0.04
C21 -1.438 -1.541 4.528  -0.03
C22 -2.108 -1.557 5.865  -0.51
O3 -3.304 -1.426 5.973  0.09
O4 -1.308 -1.722 6.906  0.13
C23 -2.215 -1.352 3.424  0.04
N3 -1.759 -1.315 2.164  -0.02
C24 -2.709 -1.103 1.084  -0.18
C25 -3.142 -2.426 0.457  -0.05
C26 1.105 -1.752 -2.057  -0.12
C27 0.693 -0.342 -2.551  -0.10
H1 0.183 1.527 -9.967  0.05
H2 -1.149 2.634 -9.379  0.05
H3 0.504 0.687 -7.703  0.10
H4 -1.784 2.628 -7.043  0.11
H5 -1.552 1.048 -6.282  0.12
H6 0.638 1.806 -5.371  0.10
H7 0.394 3.390 -6.109  0.12
H8 -1.431 2.125 -4.012  0.11
H9 -1.660 3.714 -4.740  0.12
H10 0.765 2.862 -3.111  0.09
H11 0.500 4.475 -3.774  0.12
H12 -1.354 3.110 -1.772  0.10
H13 -1.531 4.740 -2.402  0.12
H14 0.595 5.419 -1.350  0.11
H15 -0.597 4.851 -0.182  0.11
H16 1.649 4.080 0.361  0.11
H17 1.815 3.298 -1.204  0.09
H18 1.180 1.849 0.907  0.12
H19 -0.421 2.559 0.732  0.13
H20 2.973 1.254 -2.157  0.13
H21 2.685 1.260 -0.408  0.12
H22 3.845 -0.757 -0.479  0.12
H23 3.492 -1.032 -2.183  0.13
H24 -0.566 -1.377 -0.195  0.09
H25 2.499 -1.968 3.599  0.14
H26 -0.362 -1.809 6.594  0.08
H27 -3.278 -1.216 3.571  0.15
H28 -3.582 -0.602 1.506  0.13
H29 -2.275 -0.432 0.338  0.09
H30 -3.636 -3.050 1.198  0.08
H31 -3.836 -2.235 -0.356  0.08
H32 -2.288 -2.974 0.065  0.07
H33 0.242 -2.363 -1.798  0.12
H34 1.654 -2.275 -2.846  0.12
H35 1.207 -0.097 -3.485  0.12
H36 -0.383 -0.271 -2.709  0.12

As for the structure (SMILES): C=CCCCCCCCCC(=O)N1CCN(c2cc3c(cc2F)c(=O)c(C(=O)O)cn3CC)CC1. The calculation puts the HOMO energy at -8.604 eV. As for the largest force on an atom: 0.8 eV/A. The value obtained for the total energy is -43962.5635 eV.

---

Here is a structure of composition C27H28AuBN3O11S4 in a non-equilibrium geometry from OMol25. Energies are from ωB97M-V with the def2-TZVPD basis set.

Each line ends with the Löwdin charge.
Geometry (Å):
Au1 0.305 0.710 -1.544  1.02
O1 -3.763 -0.029 -2.213  -0.27
S1 -2.420 -0.505 -2.348  0.50
O2 -2.193 -1.528 -3.343  -0.31
O3 -1.478 0.691 -2.519  -0.47
C1 -1.852 -1.164 -0.808  -0.18
C2 -1.987 -2.467 -0.568  0.03
C3 -1.632 -2.863 0.808  -0.08
C4 -0.718 -1.567 2.494  -0.11
C5 -0.641 -0.150 2.321  0.07
C6 -1.567 0.212 1.401  -0.27
S2 -2.134 1.960 1.332  0.47
O4 -2.180 2.311 2.736  -0.32
O5 -3.377 1.945 0.626  -0.27
O6 -1.016 2.598 0.626  -0.38
H1 -2.193 -3.196 -1.345  0.14
H2 -1.861 -3.904 0.982  0.14
H3 -0.366 -1.956 3.437  0.15
H4 0.089 0.520 2.753  0.15
C7 -1.455 -4.965 5.645  -0.05
C8 -2.392 -4.957 4.426  -0.57
C9 -2.437 -6.359 3.797  -0.05
C10 -3.799 -4.641 4.937  -0.08
C11 -1.898 -3.936 3.390  -0.15
C12 -0.486 -4.253 2.887  -0.04
C13 0.335 -3.664 1.989  0.04
C14 -0.196 -2.442 1.271  -0.31
O7 0.408 -1.621 0.342  0.01
B1 -0.524 -0.630 -0.157  -0.57
O8 -2.667 -0.712 1.513  0.01
C15 -2.137 -1.926 2.022  -0.26
C16 -2.688 -2.894 3.032  0.09
H5 -1.835 -5.656 6.401  0.08
H6 -1.401 -3.969 6.090  0.09
H7 -0.442 -5.276 5.393  0.07
H8 -2.807 -7.084 4.526  0.08
H9 -1.456 -6.698 3.463  0.07
H10 -3.107 -6.368 2.936  0.09
H11 -4.096 -5.402 5.661  0.08
H12 -4.533 -4.646 4.129  0.09
H13 -3.839 -3.671 5.436  0.09
H14 -0.067 -5.131 3.360  0.09
H15 1.323 -4.070 1.805  0.12
H16 -3.667 -2.752 3.466  0.12
S3 2.107 0.735 -0.084  0.74
C17 2.418 2.447 -0.325  -0.72
N1 3.493 2.799 -1.025  0.03
C18 3.688 4.176 -1.464  -0.15
C19 3.201 5.106 -0.366  -0.15
C20 1.758 4.777 -0.018  -0.14
N2 1.622 3.340 0.212  0.06
H17 3.892 2.044 -1.573  0.10
H18 3.119 4.354 -2.381  0.11
H19 4.747 4.323 -1.675  0.12
H20 3.273 6.142 -0.696  0.12
H21 3.835 4.987 0.516  0.12
H22 1.081 5.066 -0.821  0.10
H23 1.453 5.285 0.897  0.13
H24 0.710 3.005 0.562  0.08
O9 3.249 0.991 -3.362  0.01
C21 2.425 1.813 -3.742  -0.55
N3 1.242 2.095 -3.139  -0.14
S4 0.475 3.374 -3.825  0.63
O10 0.539 4.513 -2.937  -0.31
O11 -0.792 3.030 -4.386  -0.27
C22 1.672 3.618 -5.108  -0.22
C23 1.697 4.558 -6.120  -0.03
C24 2.784 4.530 -6.984  -0.08
C25 3.804 3.593 -6.823  -0.08
C26 3.762 2.664 -5.792  -0.01
C27 2.673 2.692 -4.938  -0.14
H25 0.899 5.280 -6.235  0.12
H26 2.840 5.245 -7.795  0.10
H27 4.638 3.594 -7.514  0.10
H28 4.542 1.928 -5.647  0.12

As for the total charge: -1. The calculation puts the energy above the lowest of the compared OMol25 structures with the same formula, charge and spin at 7.407 eV. The calculation puts the HOMO energy at -6.042 eV. As for the largest force on an atom: 2.7 eV/A. The value obtained for the total energy is -103155.0109 eV.

---

Here is a cluster of 2 separate species, C4H12N2S2 in total in a non-equilibrium geometry from OMol25. Energies are from ωB97M-V with the def2-TZVPD basis set.

Each line ends with the Löwdin charge.
Geometry (Å):
H1 -2.167 0.612 0.704  0.02
N1 -2.435 0.199 -0.180  0.08
C1 -1.402 -0.194 -0.805  -0.36
N2 -1.446 -0.685 -2.082  -0.07
C2 -0.519 -1.720 -2.484  -0.11
H2 -0.378 -0.216 -0.415  0.10
H3 -2.369 -0.713 -2.475  0.12
H4 -0.350 -1.684 -3.565  0.08
H5 0.461 -1.531 -2.053  0.08
H6 -0.895 -2.728 -2.292  0.08
C3 0.418 2.746 1.010  -0.45
S1 2.025 1.869 1.172  0.40
S2 1.639 0.598 2.767  0.42
C4 1.711 -1.065 2.046  -0.49
H7 -0.242 2.081 0.464  -0.01
H8 0.086 3.054 1.991  0.02
H9 0.639 3.630 0.413  0.03
H10 2.637 -1.238 1.501  0.03
H11 1.697 -1.723 2.913  0.02
H12 0.888 -1.294 1.372  0.01

As for the structure (SMILES): [H]/N=C/NC.CSSC. The calculation puts the energy above the lowest of the compared OMol25 structures with the same formula, charge and spin at 0.443 eV. The calculation puts the HOMO energy at -8.608 eV. As for the largest force on an atom: 1.1 eV/A. The value obtained for the total energy is -28992.9066 eV.

---

Here is a cluster of 2 separate species, CH4FN in total in a non-equilibrium geometry from OMol25. Energies are from ωB97M-V with the def2-TZVPD basis set.

Each line ends with the Löwdin charge.
Geometry (Å):
C1 0.222 -0.311 0.342  -0.22
N1 0.538 -0.688 -0.918  -0.04
F1 -0.321 -1.711 -1.249  -0.09
H1 0.006 -1.132 1.033  0.09
H2 0.933 0.493 0.647  0.08
H3 -0.682 0.321 0.325  0.08
H4 0.648 1.601 -1.530  0.10

The calculation puts the energy above the lowest of the compared OMol25 structures with the same formula, charge and spin at 0.660 eV. The calculation puts the HOMO energy (alpha / beta) at -9.707 / -11.308 eV. As for the largest force on an atom: 3.4 eV/A. Its multiplicity is 3. The value obtained for the total energy is -5302.9613 eV.